Here is 7 unconnected molecules or ions with the total composition C36H90N9O6 in a non-equilibrium geometry from the Open Molecules 2025 dataset. Energies are from the ωB97M-V functional and the def2-TZVPD basis.

```
141
Properties=species:S:1:pos:R:3:lowdin_charge:R:1
C -3.08 1.66 0.12 -0.095
C -3.55 3.10 0.17 -0.265
C -2.46 4.12 -0.23 -0.170
C -2.86 5.28 -1.15 -0.105
C -4.15 5.98 -0.85 -0.189
C -4.75 7.01 -1.48 0.018
N -5.97 7.20 -0.86 0.168
C -6.14 6.31 0.11 -0.274
C -7.31 6.01 0.94 -0.070
C -7.92 4.65 0.50 -0.172
C -7.62 4.27 -0.95 -0.211
C -8.35 3.01 -1.41 -0.181
C -7.57 2.28 -2.50 -0.301
N -6.62 1.31 -1.94 0.011
N -5.01 5.61 0.16 0.196
H -2.57 1.46 -0.82 0.038
H -2.42 1.45 0.96 0.084
H -3.92 0.97 0.21 0.079
H -4.46 3.21 -0.42 0.084
H -3.83 3.31 1.21 0.103
H -1.69 3.58 -0.78 0.111
H -1.97 4.50 0.66 0.118
H -2.07 6.03 -1.12 0.128
H -2.92 4.94 -2.19 0.125
H -4.42 7.60 -2.31 0.140
H -6.67 7.87 -1.12 0.185
H -6.97 5.94 1.98 0.127
H -8.05 6.80 0.90 0.128
H -7.56 3.85 1.15 0.113
H -9.00 4.68 0.65 0.118
H -6.55 4.08 -1.09 0.093
H -7.91 5.10 -1.60 0.122
H -8.48 2.34 -0.55 0.105
H -9.34 3.26 -1.79 0.115
H -7.03 3.02 -3.09 0.058
H -8.26 1.78 -3.18 0.107
H -5.71 1.39 -2.39 -0.063
H -6.49 1.44 -0.95 0.047
H -4.87 4.85 0.80 0.148
C -10.93 2.00 5.40 -0.065
C -9.84 2.99 4.99 -0.433
C -9.97 3.50 3.55 -0.215
O -9.60 2.59 2.54 -0.216
C -10.57 1.60 2.23 -0.091
N -8.53 2.39 5.26 0.042
H -10.73 1.00 5.02 0.067
H -10.96 1.92 6.49 0.080
H -11.91 2.32 5.06 0.080
H -9.94 3.87 5.63 0.136
H -9.29 4.35 3.44 0.110
H -10.99 3.88 3.36 0.124
H -11.58 2.00 2.29 0.094
H -10.49 0.73 2.88 0.079
H -10.38 1.27 1.20 0.084
H -7.80 3.09 5.13 0.066
H -8.35 1.68 4.56 0.070
C 0.82 0.17 -1.37 -0.064
C -0.53 -0.53 -1.46 -0.429
C -0.42 -2.05 -1.65 -0.204
O -0.04 -2.47 -2.94 -0.179
C 1.35 -2.39 -3.22 -0.102
N -1.38 0.12 -2.47 0.034
H 1.28 0.31 -2.35 0.068
H 0.70 1.16 -0.94 0.069
H 1.52 -0.39 -0.75 0.057
H -1.04 -0.38 -0.51 0.122
H -1.41 -2.48 -1.49 0.124
H 0.25 -2.48 -0.89 0.123
H 1.95 -2.62 -2.34 0.072
H 1.63 -1.41 -3.60 0.076
H 1.56 -3.13 -4.00 0.090
H -2.30 -0.30 -2.40 0.061
H -1.06 -0.14 -3.40 0.079
C 3.81 -2.56 1.21 -0.065
C 4.54 -2.52 -0.13 -0.428
C 6.07 -2.48 -0.02 -0.209
O 6.61 -1.24 0.38 -0.187
C 6.57 -0.97 1.77 -0.101
N 4.01 -1.41 -0.93 0.043
H 3.77 -1.58 1.67 0.065
H 2.79 -2.90 1.06 0.069
H 4.30 -3.25 1.91 0.081
H 4.30 -3.45 -0.66 0.134
H 6.48 -2.66 -1.02 0.124
H 6.44 -3.28 0.64 0.122
H 6.75 -1.88 2.35 0.091
H 5.63 -0.51 2.07 0.075
H 7.37 -0.27 1.98 0.079
H 4.40 -1.46 -1.87 0.080
H 4.39 -0.55 -0.54 0.078
C -6.06 2.31 -5.04 -0.058
C -4.62 2.00 -4.64 -0.374
C -3.79 1.30 -5.72 -0.203
O -4.09 -0.07 -5.89 -0.182
C -5.23 -0.36 -6.68 -0.096
N -4.62 1.26 -3.38 0.041
H -6.69 1.43 -4.97 0.079
H -6.48 3.06 -4.37 0.041
H -6.12 2.69 -6.06 0.091
H -4.12 2.96 -4.46 0.137
H -2.74 1.33 -5.41 0.121
H -3.86 1.83 -6.68 0.126
H -5.33 0.35 -7.51 0.093
H -6.14 -0.36 -6.09 0.078
H -5.09 -1.36 -7.09 0.092
H -3.66 1.16 -3.05 0.069
H -4.91 0.31 -3.59 0.111
C 12.28 -1.80 0.95 -0.067
C 11.45 -0.94 1.90 -0.431
C 10.82 -1.72 3.07 -0.208
O 9.71 -2.52 2.73 -0.196
C 10.01 -3.76 2.11 -0.093
N 10.47 -0.19 1.13 0.045
H 11.65 -2.35 0.25 0.066
H 12.94 -1.16 0.36 0.076
H 12.90 -2.52 1.49 0.077
H 12.13 -0.22 2.36 0.135
H 10.44 -1.00 3.79 0.121
H 11.58 -2.33 3.58 0.121
H 10.92 -4.20 2.51 0.061
H 10.12 -3.65 1.03 0.082
H 9.18 -4.43 2.30 0.088
H 10.00 0.49 1.73 0.066
H 9.73 -0.83 0.84 0.061
C 11.23 -9.47 3.15 -0.070
C 11.01 -8.92 1.75 -0.433
C 12.03 -7.87 1.30 -0.206
O 11.86 -6.59 1.88 -0.201
C 12.36 -6.45 3.20 -0.109
N 9.62 -8.45 1.64 0.040
H 10.86 -8.78 3.92 0.064
H 10.69 -10.40 3.28 0.076
H 12.29 -9.66 3.34 0.079
H 11.12 -9.76 1.05 0.135
H 11.90 -7.71 0.23 0.122
H 13.05 -8.22 1.46 0.122
H 13.28 -7.02 3.35 0.094
H 11.61 -6.75 3.94 0.080
H 12.58 -5.39 3.36 0.074
H 9.42 -8.21 0.67 0.070
H 9.55 -7.57 2.14 0.063
```

Output
Calculated total energy   -64478.417 eV
Total charge   +1
Orbital gap   0.2861 Eh
HOMO level   -10.050 eV
F_max   2.72 eV/A
E_LUMO   -2.27 eV